This record from OMol25 describes a 2-piece molecular cluster, C3H7O3 overall. The level of theory is wB97M-V/def2-TZVPD.

The geometry in XYZ format:
```
13
Properties=species:S:1:pos:R:3:forces:R:3
O 1.1431 -0.2221 -3.0773 0.356 -0.155 -0.210
C 0.0422 -0.0429 -2.5585 -0.453 0.166 0.013
O -0.7379 -0.8734 -2.0062 0.243 0.160 -0.011
H -0.3467 1.0179 -2.5669 0.061 -0.070 0.019
H -1.1397 -0.0618 -0.6451 -0.344 -0.233 0.173
C 0.0174 0.5103 0.7941 0.048 -0.225 0.066
O -1.2641 0.3455 0.2603 -0.137 0.165 -0.130
C 0.2715 -0.4263 1.9620 0.560 -0.626 -0.304
H 0.7717 0.3070 0.0320 0.116 0.014 -0.094
H 0.1671 1.5446 1.1116 -0.063 0.228 0.114
H 1.3074 -0.2960 2.3079 -0.277 0.148 0.302
H -0.4548 -0.3357 2.7649 0.021 0.303 0.169
H 0.2228 -1.4671 1.6210 -0.129 0.126 -0.105
```
Forces are in eV/Å.

Summary:
Orbital gap ... 8.629 eV
Charge ... -1
Spin multiplicity ... 1
HOMO level ... -0.1671 Ha
Max |F| ... 0.89 eV/A
Energy ... -9368.4962 eV